ORCA calculation (ωB97M-V with the def2-TZVPD basis set) on one molecule with the formula C5H8O.

Its SMILES is CC#CCOC. Its max |F| is 0.55 eV/Å. The calculation puts the energy above the lowest of the compared OMol25 structures with the same formula, charge and spin at 2.5022 eV. The spin multiplicity is 1. The value obtained for the gap between HOMO and LUMO is 10.56 eV.

Geometry (Å):
C (2.860, 0.700, -0.146)
C (1.489, 0.199, -0.271)
C (0.395, -0.251, -0.508)
C (-0.811, -0.865, -1.100)
O (-1.891, -1.103, -0.235)
C (-2.516, 0.086, 0.184)
H (2.927, 1.599, 0.478)
H (3.527, -0.069, 0.261)
H (3.210, 0.968, -1.151)
H (-0.523, -1.839, -1.511)
H (-1.132, -0.227, -1.943)
H (-2.776, 0.728, -0.674)
H (-3.431, -0.199, 0.708)
H (-1.875, 0.664, 0.865)

Results of the Mulliken charge analysis, in e, for atoms 1 through 4: -1.244, 0.446, 0.146, -0.576


ORCA calculation (ωB97M-V with the def2-TZVPD basis set) on AgCl4O16 as an isolated structure.

Its max |F| is 7.35 eV/Å. Its charge is -2. The spin multiplicity is 2. The value obtained for the gap between HOMO and LUMO (alpha / beta) is 7.07 / 3.26 eV.

Geometry (Å):
Ag (-1.444, 1.688, 0.104)
Cl (1.061, 3.273, 1.218)
O (0.576, 2.009, 1.841)
O (2.317, 3.071, 0.612)
O (0.044, 3.564, 0.211)
O (1.144, 4.384, 2.185)
Cl (-2.363, -0.737, -1.996)
O (-2.905, 0.084, -0.833)
O (-3.093, -0.467, -3.189)
O (-0.938, -0.408, -2.114)
O (-2.444, -2.164, -1.680)
Cl (1.837, -1.398, -2.187)
O (2.022, -0.232, -1.343)
O (0.863, -2.299, -1.615)
O (1.724, -1.148, -3.587)
O (2.926, -2.353, -1.965)
Cl (-0.216, -1.391, 2.955)
O (-0.418, -0.486, 1.800)
O (-1.152, -0.921, 3.892)
O (-0.608, -2.523, 2.140)
O (1.069, -1.545, 3.549)

Results of the Mulliken charge analysis, in e, for atoms 1 through 4: 0.684, 1.812, -0.606, -0.613


ORCA calculation (ωB97M-V with the def2-TZVPD basis set) on one molecule with the formula C5H9N.

Its SMILES is C=C/C=C(/C)N. Its max |F| is 2.28 eV/Å. The calculation puts the energy above the lowest of the compared OMol25 structures with the same formula, charge and spin at 1.6538 eV. The spin multiplicity is 1. The value obtained for the gap between HOMO and LUMO is 9.66 eV.

Geometry (Å):
C (2.604, -0.248, -0.703)
C (1.286, -0.159, -0.954)
C (0.360, 0.627, -0.092)
C (-0.779, 0.069, 0.355)
C (-1.833, 0.897, 1.110)
N (-1.045, -1.313, 0.164)
H (3.178, -0.803, -1.436)
H (3.032, 0.170, 0.199)
H (0.971, -0.717, -1.832)
H (0.492, 1.706, -0.149)
H (-1.546, 1.138, 2.124)
H (-2.183, 1.710, 0.465)
H (-2.722, 0.260, 1.134)
H (-1.555, -1.414, -0.698)
H (-0.262, -1.921, 0.312)

Results of the Mulliken charge analysis, in e, for atoms 1 through 4: -0.738, -0.228, -0.593, 0.438


ORCA calculation (ωB97M-V with the def2-TZVPD basis set) on C18H36O36S9 as an isolated structure.

Its max |F| is 4.68 eV/Å. The calculation puts the energy above the lowest of the compared OMol25 structures with the same formula, charge and spin at 1.1047 eV. The spin multiplicity is 1. The value obtained for the gap between HOMO and LUMO is 10.82 eV.

Geometry (Å):
C (-18.157, -5.541, 2.200)
C (-17.418, -5.703, 0.857)
O (-17.774, -4.573, -0.006)
S (-18.668, -3.558, 0.893)
O (-20.039, -3.967, 0.693)
O (-18.190, -2.261, 0.735)
O (-18.227, -4.072, 2.352)
H (-17.658, -6.010, 3.047)
H (-19.170, -5.929, 2.115)
H (-17.567, -6.657, 0.347)
H (-16.367, -5.515, 1.061)
C (-24.347, -5.232, 3.229)
C (-25.070, -4.816, 4.544)
O (-25.231, -6.105, 5.344)
S (-24.900, -7.318, 4.374)
O (-25.959, -8.228, 4.387)
O (-23.534, -7.655, 4.667)
O (-24.922, -6.531, 2.952)
H (-23.211, -5.303, 3.333)
H (-24.713, -4.640, 2.382)
H (-26.064, -4.375, 4.477)
H (-24.426, -4.183, 5.189)
C (-22.539, -8.031, 11.718)
C (-23.787, -7.940, 10.817)
O (-23.318, -8.065, 9.480)
S (-22.023, -8.962, 9.528)
O (-21.034, -8.234, 8.837)
O (-22.427, -10.302, 9.298)
O (-21.727, -8.982, 11.078)
H (-22.814, -8.416, 12.732)
H (-22.038, -7.068, 11.839)
H (-24.271, -6.966, 10.821)
H (-24.485, -8.749, 11.078)
C (-19.784, -11.634, 5.270)
C (-20.781, -12.655, 5.816)
O (-20.090, -13.737, 6.517)
S (-18.681, -13.093, 6.942)
O (-17.728, -14.128, 6.893)
O (-18.916, -12.205, 8.015)
O (-18.410, -12.255, 5.643)
H (-19.767, -10.633, 5.694)
H (-19.893, -11.621, 4.189)
H (-21.248, -13.150, 4.964)
H (-21.535, -12.231, 6.498)
C (-15.246, -7.082, 7.510)
C (-14.817, -8.541, 7.896)
O (-15.763, -8.996, 8.915)
S (-17.149, -8.334, 8.477)
O (-17.825, -8.025, 9.674)
O (-17.596, -9.056, 7.349)
O (-16.614, -6.917, 7.923)
H (-15.058, -6.809, 6.484)
H (-14.667, -6.409, 8.155)
H (-13.787, -8.535, 8.299)
H (-14.916, -9.250, 7.019)
C (-21.143, -7.686, 0.582)
C (-21.818, -7.605, 1.924)
O (-21.438, -8.900, 2.540)
S (-19.910, -9.240, 2.090)
O (-19.925, -10.619, 1.745)
O (-19.044, -8.712, 3.035)
O (-19.847, -8.368, 0.784)
H (-20.941, -6.705, 0.179)
H (-21.669, -8.346, -0.115)
H (-22.895, -7.514, 1.830)
H (-21.459, -6.790, 2.555)
C (-22.372, -1.470, 2.462)
C (-23.183, -1.451, 1.166)
O (-24.429, -0.798, 1.563)
S (-24.726, -1.061, 3.124)
O (-25.674, -2.100, 3.276)
O (-24.894, 0.240, 3.676)
O (-23.343, -1.664, 3.536)
H (-21.841, -0.537, 2.646)
H (-21.657, -2.339, 2.515)
H (-23.359, -2.474, 0.803)
H (-22.699, -0.829, 0.433)
C (-18.817, -4.661, 8.978)
C (-17.735, -4.637, 10.138)
O (-16.889, -3.515, 9.829)
S (-16.908, -3.261, 8.262)
O (-16.026, -4.141, 7.615)
O (-16.843, -1.878, 8.059)
O (-18.426, -3.684, 8.019)
H (-19.721, -4.205, 9.365)
H (-19.038, -5.644, 8.540)
H (-17.180, -5.581, 10.007)
H (-18.037, -4.584, 11.164)
C (-20.625, -7.142, 5.907)
C (-21.435, -6.177, 6.766)
O (-21.348, -4.813, 6.106)
S (-20.562, -4.971, 4.751)
O (-19.188, -4.635, 5.057)
O (-21.315, -4.426, 3.709)
O (-20.558, -6.549, 4.583)
H (-21.125, -8.125, 5.898)
H (-19.612, -7.282, 6.296)
H (-21.054, -6.153, 7.827)
H (-22.495, -6.450, 6.723)

Results of the Mulliken charge analysis, in e, for atoms 1 through 4: 0.034, -0.415, -0.384, 1.184


ORCA calculation (ωB97M-V with the def2-TZVPD basis set) on C17H22ClIrO8S3 as an isolated structure.

Its max |F| is 6.56 eV/Å. Its charge is -2. The calculation puts the energy above the lowest of the compared OMol25 structures with the same formula, charge and spin at 11.9819 eV. The spin multiplicity is 1. The value obtained for the gap between HOMO and LUMO is 4.48 eV.

Geometry (Å):
Ir (-0.994, 0.111, -1.386)
C (-1.689, 4.624, -0.591)
C (-1.828, 3.175, -0.973)
S (-0.374, 2.203, -0.838)
C (-2.970, 2.644, -1.428)
C (-4.245, 3.430, -1.565)
S (-3.027, 0.946, -1.890)
H (-0.643, 4.867, -0.394)
H (-2.261, 4.862, 0.313)
H (-2.044, 5.291, -1.385)
H (-4.713, 3.625, -0.592)
H (-4.967, 2.881, -2.172)
H (-4.078, 4.401, -2.044)
O (1.767, -3.600, -6.853)
C (0.949, -3.577, -6.078)
C (3.192, -1.231, -5.966)
O (2.587, -0.593, -6.669)
C (-0.031, -0.791, -4.429)
C (-1.262, -2.389, -2.059)
O (-2.278, -2.585, -1.588)
C (1.085, -4.097, -2.717)
O (1.322, -5.252, -2.836)
O (-0.578, -0.145, -5.214)
Cl (0.688, -2.547, -3.740)
C (1.707, -1.721, -2.684)
C (1.580, -1.587, -1.195)
O (2.595, -1.850, -0.538)
O (0.499, -1.165, -0.585)
H (0.207, 0.280, -2.324)
H (2.649, -1.592, -3.186)
C (-0.133, -3.495, 4.078)
C (-0.432, -2.083, 3.585)
C (0.741, -1.510, 2.814)
S (0.360, 0.052, 1.961)
O (-1.102, -0.044, 1.682)
C (0.395, 1.154, 3.416)
C (1.791, 1.508, 3.915)
C (2.686, 2.090, 2.822)
H (-0.988, -3.918, 4.612)
H (0.726, -3.510, 4.755)
H (0.097, -4.153, 3.238)
H (-0.683, -1.442, 4.437)
H (-1.301, -2.079, 2.927)
H (1.039, -2.172, 1.996)
H (1.619, -1.348, 3.448)
H (-0.233, 0.710, 4.192)
H (-0.117, 2.040, 3.032)
H (2.267, 0.625, 4.354)
H (1.693, 2.233, 4.731)
H (2.946, 1.340, 2.076)
H (3.611, 2.490, 3.244)
H (2.172, 2.896, 2.293)

Results of the Mulliken charge analysis, in e, for atoms 1 through 4: 1.356, -1.551, 0.528, -0.538


ORCA calculation (ωB97M-V with the def2-TZVPD basis set) on a 2-piece molecular cluster, C5H12N2 overall.

Its max |F| is 11.42 eV/Å. The calculation puts the energy above the lowest of the compared OMol25 structures with the same formula, charge and spin at 2.3500 eV. The spin multiplicity is 3. The value obtained for the gap between HOMO and LUMO (alpha / beta) is 5.93 / 7.28 eV.

Geometry (Å):
C (-1.307, 0.176, -0.161)
C (-2.709, -0.347, -0.088)
C (-1.057, 1.711, 0.072)
C (0.191, -2.687, 0.278)
C (3.383, 1.047, -0.063)
N (-0.056, -1.829, -0.596)
N (-0.331, -0.575, -0.413)
H (-3.448, 0.267, -0.674)
H (-3.140, -0.301, 0.984)
H (-2.667, -1.418, -0.404)
H (-1.954, 2.210, -0.470)
H (-0.039, 1.942, -0.357)
H (-1.031, 1.786, 1.150)
H (4.164, 0.929, -0.823)
H (-0.048, -2.613, 1.240)
H (0.713, -3.577, -0.230)
H (2.463, 0.775, -0.525)
H (3.314, 2.136, 0.341)
H (3.559, 0.367, 0.736)

Results of the Mulliken charge analysis, in e, for atoms 1 through 4: 0.709, -1.084, -0.876, -0.632


ORCA calculation (ωB97M-V with the def2-TZVPD basis set) on C34H32BaN6S2 as an isolated structure.

Its max |F| is 4.08 eV/Å. The calculation puts the energy above the lowest of the compared OMol25 structures with the same formula, charge and spin at 1.3481 eV. The spin multiplicity is 1. The value obtained for the gap between HOMO and LUMO is 4.46 eV.

Geometry (Å):
Ba (0.143, 0.293, 0.130)
C (-2.850, -2.492, 0.270)
C (-3.392, -1.464, -0.663)
C (-3.707, -0.229, 0.056)
C (-5.046, -0.008, 0.459)
C (-5.434, 1.226, 0.970)
C (-4.473, 2.313, 1.031)
C (-3.217, 2.020, 0.497)
N (-2.799, 0.763, 0.169)
N (-1.369, -2.528, 0.293)
C (-0.940, -3.372, -0.838)
C (-0.235, -2.606, -1.955)
C (0.330, -3.375, -2.947)
C (0.799, -2.763, -4.090)
C (0.669, -1.399, -4.247)
C (0.149, -0.679, -3.176)
N (-0.232, -1.293, -2.037)
C (-0.908, -3.081, 1.598)
C (0.632, -3.229, 1.685)
C (1.096, -4.440, 2.225)
C (2.455, -4.685, 2.282)
C (3.377, -3.748, 1.780)
C (2.848, -2.512, 1.368)
N (1.507, -2.300, 1.231)
H (-3.187, -3.444, -0.134)
H (-3.207, -2.224, 1.278)
H (-4.433, -1.809, -1.040)
H (-2.763, -1.331, -1.617)
H (-5.781, -0.783, 0.288)
H (-6.452, 1.239, 1.502)
H (-4.689, 3.388, 1.119)
H (-2.526, 2.822, 0.345)
H (-1.701, -4.042, -1.338)
H (-0.174, -4.057, -0.426)
H (0.432, -4.463, -2.786)
H (1.465, -3.316, -4.764)
H (0.967, -0.863, -5.172)
H (0.015, 0.380, -3.231)
H (-1.359, -4.062, 1.809)
H (-1.219, -2.434, 2.471)
H (0.393, -5.188, 2.673)
H (2.783, -5.710, 2.586)
H (4.473, -3.870, 1.577)
H (3.516, -1.665, 1.232)
N (0.368, 3.799, 0.728)
C (-0.067, 4.230, -0.573)
C (-1.095, 5.205, -0.609)
C (-1.638, 5.560, -1.893)
C (-1.047, 5.074, -3.031)
C (0.083, 4.251, -3.031)
C (0.870, 4.038, -4.151)
C (1.972, 3.107, -4.044)
C (2.175, 2.445, -2.821)
N (1.548, 2.754, -1.680)
C (0.553, 3.647, -1.753)
H (0.160, 4.545, 1.372)
H (1.353, 3.432, 0.877)
H (-1.509, 5.617, 0.290)
H (-2.421, 6.269, -1.806)
H (-1.447, 5.341, -4.006)
H (0.734, 4.666, -5.037)
H (2.539, 2.922, -4.911)
H (2.858, 1.588, -2.719)
S (2.931, 1.408, 1.114)
C (2.919, 0.844, 2.692)
C (4.235, 0.819, 3.225)
C (4.542, 0.018, 4.294)
C (3.527, -0.639, 4.992)
C (2.182, -0.453, 4.719)
C (1.807, 0.392, 3.615)
S (0.175, 0.890, 3.379)
H (4.952, 1.553, 2.719)
H (5.590, -0.121, 4.589)
H (3.867, -1.306, 5.793)
H (1.332, -0.881, 5.201)

Results of the Mulliken charge analysis, in e, for atoms 1 through 4: 0.725, -1.278, 0.153, 0.094


ORCA calculation (ωB97M-V with the def2-TZVPD basis set) on a 9-piece molecular cluster, C31H42Cl16O2 overall.

Its SMILES is C#CC1=CC(=O)c2c(CC=C)cccc2C1=O.ClCCCl.ClCCCl.ClCCCl.ClCCCl.ClCCCl.ClCCCl.ClCCCl.ClCCCl. Its max |F| is 1.14 eV/Å. The spin multiplicity is 1. The value obtained for the gap between HOMO and LUMO is 8.48 eV.

Geometry (Å):
C (4.032, 5.100, -1.913)
C (3.694, 4.212, -2.644)
C (3.414, 3.018, -3.400)
C (3.248, 3.002, -4.724)
C (2.998, 1.703, -5.443)
O (2.305, 1.705, -6.433)
C (3.617, 0.486, -4.826)
C (4.022, -0.648, -5.538)
C (3.839, -0.769, -7.042)
C (5.043, -1.349, -7.754)
C (4.955, -2.515, -8.384)
C (4.594, -1.701, -4.818)
C (4.756, -1.676, -3.444)
C (4.342, -0.551, -2.725)
C (3.790, 0.505, -3.427)
C (3.349, 1.714, -2.639)
O (3.004, 1.635, -1.489)
H (4.544, 5.799, -1.291)
H (3.301, 3.933, -5.276)
H (3.014, -1.474, -7.201)
H (3.529, 0.170, -7.495)
H (5.986, -0.809, -7.796)
H (5.774, -2.922, -8.968)
H (4.060, -3.125, -8.310)
H (4.929, -2.594, -5.340)
H (5.179, -2.518, -2.887)
H (4.410, -0.460, -1.648)
Cl (0.269, 4.465, -0.625)
C (-0.063, 2.719, -0.742)
C (-1.432, 2.438, -1.307)
Cl (-2.740, 2.922, -0.194)
H (0.061, 2.287, 0.249)
H (0.698, 2.296, -1.394)
H (-1.545, 1.369, -1.480)
H (-1.587, 2.955, -2.242)
Cl (-4.785, 4.013, 4.273)
C (-4.801, 2.867, 2.906)
C (-6.188, 2.653, 2.359)
Cl (-7.236, 1.781, 3.509)
H (-4.357, 1.935, 3.247)
H (-4.163, 3.287, 2.131)
H (-6.136, 2.049, 1.454)
H (-6.671, 3.596, 2.115)
Cl (-7.097, 8.395, 8.119)
C (-6.883, 7.428, 6.637)
C (-5.432, 7.136, 6.350)
Cl (-4.527, 8.602, 5.891)
H (-7.350, 7.965, 5.815)
H (-7.420, 6.493, 6.788)
H (-5.359, 6.443, 5.514)
H (-4.938, 6.694, 7.211)
Cl (6.019, -4.373, -2.795)
C (6.429, -5.938, -2.036)
C (7.395, -5.778, -0.890)
Cl (9.009, -5.272, -1.443)
H (6.830, -6.591, -2.807)
H (5.496, -6.367, -1.674)
H (7.519, -6.732, -0.380)
H (7.042, -5.045, -0.169)
Cl (-9.286, 2.072, 8.031)
C (-9.312, 0.908, 6.678)
C (-10.702, 0.694, 6.137)
Cl (-11.751, -0.166, 7.297)
H (-8.866, -0.025, 7.026)
H (-8.673, 1.316, 5.897)
H (-10.653, 0.080, 5.239)
H (-11.184, 1.636, 5.886)
Cl (-7.277, -1.508, 6.439)
C (-6.400, -2.575, 7.567)
C (-5.295, -1.847, 8.290)
Cl (-3.964, -1.392, 7.196)
H (-6.018, -3.421, 7.002)
H (-7.130, -2.944, 8.286)
H (-4.871, -2.496, 9.055)
H (-5.662, -0.942, 8.768)
Cl (12.735, -8.753, 0.534)
C (13.134, -8.349, -1.155)
C (12.115, -7.428, -1.776)
Cl (10.542, -8.228, -2.015)
H (13.221, -9.279, -1.711)
H (14.107, -7.861, -1.143)
H (12.459, -7.108, -2.758)
H (11.949, -6.545, -1.163)
Cl (-5.796, 1.968, -1.546)
C (-5.629, 0.993, -3.028)
C (-4.190, 0.681, -3.349)
Cl (-3.285, 2.136, -3.841)
H (-6.109, 1.531, -3.842)
H (-6.177, 0.066, -2.860)
H (-4.141, -0.018, -4.182)
H (-3.680, 0.238, -2.496)

Results of the Mulliken charge analysis, in e, for atoms 1 through 4: -0.049, -1.057, 0.763, -0.634